(1)
The following is a quantum chemistry calculation of a molecular structure, C33H25IIrNO5PS, from OMol25.

Each line ends with the Löwdin charge.
Positions of all 68 atoms, in Å:
1 Ir -0.64 -1.30 0.50  0.917
2 I -2.97 -5.82 -5.62  1.310
3 S 1.64 -1.15 0.18  0.746
4 P -0.88 1.07 0.41  0.934
5 O -4.58 -1.88 -0.27  0.132
6 O 8.36 -0.88 -0.32  0.148
7 O 8.09 -1.65 1.73  0.168
8 O -0.52 -2.56 3.16  -0.032
9 O -2.49 -2.22 0.44  -0.236
10 N -0.82 -1.27 2.70  -0.160
11 C 0.47 1.82 -0.53  -0.419
12 C -1.01 3.14 2.16  -0.068
13 C 5.50 -1.58 -0.70  0.001
14 C -4.44 -3.79 -2.20  0.034
15 C 7.60 -1.29 0.71  -0.474
16 C 5.33 -0.97 1.64  0.019
17 C -3.28 -3.17 -1.67  -0.026
18 C 1.60 2.01 -2.65  -0.060
19 C -0.63 3.14 4.52  -0.028
20 C -3.49 -2.38 -0.39  -0.562
21 C -0.30 -0.37 3.44  -0.056
22 C -3.11 -4.70 -3.96  -0.707
23 C 3.35 -1.24 0.31  -0.600
24 C -0.79 1.77 2.08  -0.282
25 C 4.12 -1.57 -0.81  -0.074
26 C -0.48 1.07 3.27  -0.183
27 C -3.75 3.14 -1.63  -0.055
28 C -2.04 -3.29 -2.34  0.008
29 C 2.62 2.74 -2.04  -0.056
30 C -3.61 1.06 0.21  -0.098
31 C -0.94 3.83 3.36  -0.024
32 C -2.51 2.71 -1.18  -0.082
33 C -4.37 -4.56 -3.32  -0.090
34 C -1.93 -4.05 -3.47  -0.093
35 C 0.53 1.54 -1.90  -0.126
36 C 3.96 -0.94 1.54  -0.065
37 C 1.50 2.53 0.08  -0.078
38 C -2.44 1.66 -0.26  -0.365
39 C -4.84 1.50 -0.24  -0.053
40 C -4.91 2.54 -1.16  -0.049
41 C 2.57 2.99 -0.68  -0.054
42 C -0.40 1.78 4.47  -0.012
43 C 6.11 -1.27 0.52  -0.093
44 H -0.99 -4.17 -3.98  0.112
45 H 1.47 2.74 1.14  0.107
46 H 6.10 -1.86 -1.56  0.132
47 H -5.87 2.89 -1.51  0.117
48 H 5.83 -0.77 2.58  0.139
49 H 7.84 -0.58 -1.07  0.110
50 H -0.58 3.66 5.47  0.125
51 H 3.35 -0.69 2.40  0.111
52 H -3.56 0.24 0.92  0.096
53 H -5.38 -3.66 -1.68  0.142
54 H -0.16 1.24 5.38  0.126
55 H 3.45 3.10 -2.63  0.116
56 H -0.26 0.98 -2.38  0.111
57 H 3.36 3.56 -0.20  0.117
58 H -1.32 -3.06 2.96  0.109
59 H -1.16 -2.80 -1.95  0.090
60 H -3.81 3.95 -2.35  0.116
61 H -1.12 4.90 3.39  0.125
62 H -5.25 -5.05 -3.71  0.118
63 H -5.74 1.03 0.12  0.119
64 H -1.25 3.69 1.25  0.120
65 H 3.64 -1.82 -1.75  0.114
66 H 0.22 -0.71 4.34  0.154
67 H -1.61 3.19 -1.54  0.107
68 H 1.63 1.82 -3.72  0.115

Results
Kohn-Sham gap (alpha / beta), Eh: 0.258 / 0.161
LUMO level (alpha / beta), eV: -5.8 / -9.6
Charge: +2
⟨S²⟩: 8.815
Spin multiplicity: 6


(2)
The following is a quantum chemistry calculation of a single C16H23N3O2 molecule, from OMol25.

Each line ends with the Löwdin charge.
Positions of all 44 atoms, in Å:
1 O -3.13 6.83 0.66  0.043
2 O -5.00 2.57 -0.23  0.036
3 N -1.33 0.87 -0.36  0.067
4 N -1.14 -0.44 -0.60  -0.238
5 N 1.51 -1.25 0.19  -0.114
6 C -1.55 3.58 0.53  -0.033
7 C 0.48 -0.88 1.26  -0.114
8 C 2.95 -4.42 -0.67  -0.163
9 C -3.90 3.30 0.16  -0.263
10 C 1.19 -0.79 -1.22  -0.147
11 C -3.99 4.74 0.08  0.086
12 C -1.64 4.96 0.73  -0.037
13 C -2.50 1.29 0.10  -0.043
14 C 1.88 -3.73 0.20  -0.145
15 C 2.41 -2.34 0.63  -0.350
16 C 4.21 -3.55 -0.24  -0.169
17 C -0.28 -0.93 -1.67  -0.146
18 C -0.94 -1.20 0.62  -0.143
19 C -2.88 5.52 0.56  -0.356
20 C 3.72 -2.11 0.01  -0.184
21 C -2.64 2.75 0.26  -0.185
22 H 1.62 -4.19 1.12  0.085
23 H 2.53 -2.27 1.70  0.136
24 H 5.14 -3.58 -0.86  0.103
25 H -0.73 5.51 0.96  0.117
26 H -2.26 7.34 0.76  0.149
27 H -0.57 3.09 0.45  0.114
28 H 1.76 -1.25 -2.07  0.121
29 H 3.06 -5.48 -0.43  0.100
30 H -3.36 0.66 0.21  0.112
31 H 1.52 0.21 -1.30  0.088
32 H -1.72 -0.99 1.38  0.112
33 H -4.96 5.18 -0.26  0.135
34 H 4.40 -1.51 0.67  0.132
35 H 3.56 -1.51 -0.87  0.093
36 H -0.56 -2.02 -1.72  0.121
37 H -0.92 -2.25 0.35  0.103
38 H 0.88 -3.65 -0.44  0.133
39 H 2.63 -4.30 -1.70  0.095
40 H 0.47 -1.37 2.18  0.082
41 H -0.45 -0.39 -2.63  0.128
42 H -4.68 1.78 -0.72  0.107
43 H 0.67 0.19 1.46  0.109
44 H 4.55 -3.94 0.78  0.124

Results
Kohn-Sham gap, Eh: 0.277
LUMO level, eV: 0.5
SMILES: Oc1ccc(/C=N/N2CCN(C3CCCC3)CC2)c(O)c1


(3)
The following is a quantum chemistry calculation of a single C4H7FN2S molecule, from OMol25.

Each line ends with the Löwdin charge.
Positions of all 15 atoms, in Å:
1 S -0.60 -1.36 -1.36  0.659
2 F -3.53 -0.09 -1.03  0.030
3 N 0.65 0.45 0.08  -0.071
4 N 1.97 -0.04 -0.15  -0.117
5 C 2.14 -1.09 0.81  -0.166
6 C -1.59 0.99 -0.22  -0.093
7 C -0.54 0.03 -0.45  -0.782
8 C -2.93 0.88 -0.35  -0.098
9 H 0.70 1.30 0.48  0.077
10 H -1.26 1.81 0.34  0.092
11 H 1.96 -0.35 -1.11  0.078
12 H 2.57 -0.52 1.74  0.103
13 H -3.66 1.56 -0.05  0.102
14 H 2.90 -1.89 0.27  0.131
15 H 1.21 -1.67 1.00  0.055

Results
Kohn-Sham gap, Eh: 0.307
LUMO level, eV: -0.1
SMILES: CNNC(=S)/C=C\F


(4)
The following is a quantum chemistry calculation of 2 unconnected molecules or ions with the total composition C2H6, from OMol25.

Each line ends with the Löwdin charge.
Positions of all 8 atoms, in Å:
1 C 1.15 0.05 -0.04  0.049
2 C -1.14 -0.05 0.04  0.036
3 H 1.13 0.59 0.87  -0.007
4 H -1.36 -1.08 -0.09  -0.014
5 H 1.03 0.54 -1.00  0.000
6 H -1.00 0.31 1.02  -0.026
7 H 1.53 -0.88 -0.11  -0.045
8 H -1.40 0.62 -0.76  0.007

Results
Kohn-Sham gap, Eh: 0.351
LUMO level, eV: 0.9


(5)
The following is a quantum chemistry calculation of a molecular structure, C36H38BrN4O2Ti, from OMol25.

Each line ends with the Löwdin charge.
Positions of all 82 atoms, in Å:
1 Br -1.11 6.90 -1.82  0.762
2 Ti -0.44 -0.48 0.51  0.891
3 O -1.33 0.70 -0.42  -0.162
4 O -2.79 1.66 -1.77  0.121
5 N 1.11 0.73 1.02  0.022
6 N -1.62 -0.45 2.07  -0.020
7 N -1.32 -2.09 -0.13  -0.036
8 N 0.56 -2.01 1.71  -0.238
9 C -3.23 -3.36 -0.79  -0.054
10 C -2.52 -4.55 -0.66  -0.054
11 C -1.21 -4.49 -0.20  -0.015
12 C -3.35 0.52 3.41  -0.038
13 C 1.85 -1.70 2.33  -0.155
14 C -2.00 -1.23 4.30  -0.013
15 C -1.51 3.05 -0.31  -0.128
16 C 3.84 0.35 -1.59  -0.065
17 C -2.60 -2.16 -0.54  -0.103
18 C -1.07 3.18 1.01  -0.046
19 C 0.41 -2.11 -2.60  -0.052
20 C 3.35 0.89 -3.99  -0.044
21 C -1.94 1.73 -0.89  -0.529
22 C -1.86 -2.43 -3.64  -0.035
23 C -0.77 -0.19 -3.35  -0.023
24 C 1.51 -1.32 -2.29  -0.044
25 C 2.69 1.84 2.45  0.004
26 C -0.67 5.53 0.64  -0.111
27 C -1.55 4.16 -1.14  -0.052
28 C 2.78 0.86 -2.57  -0.385
29 C 1.29 1.75 0.14  -0.133
30 C -0.66 4.42 1.48  -0.061
31 C 1.52 0.03 -2.58  -0.234
32 C -1.12 5.39 -0.66  -0.661
33 C 2.12 2.82 0.36  -0.035
34 C -2.65 0.40 2.23  -0.100
35 C 0.33 0.59 -3.07  -0.042
36 C 1.84 0.79 2.16  -0.235
37 C -1.36 -1.31 3.08  -0.251
38 C -0.40 -2.42 2.75  -0.081
39 C 1.76 -0.38 3.10  -0.082
40 C 0.71 -3.05 0.68  -0.106
41 C -0.73 -1.56 -3.16  -0.267
42 C -3.00 -0.28 4.50  -0.048
43 C -0.65 -3.26 0.06  -0.300
44 C 2.83 2.90 1.56  -0.006
45 H -1.90 4.05 -2.15  0.120
46 H 4.29 -0.57 -1.95  0.081
47 H -3.11 -1.21 -0.66  0.125
48 H 2.61 -1.60 1.55  0.135
49 H 2.61 1.30 -4.68  0.082
50 H 4.63 1.08 -1.48  0.086
51 H -1.66 0.27 -3.77  0.123
52 H -4.26 -3.37 -1.11  0.117
53 H 3.23 1.84 3.38  0.121
54 H -1.05 2.32 1.66  0.101
55 H 4.24 1.51 -4.04  0.083
56 H 3.41 0.17 -0.60  0.059
57 H -2.97 -5.50 -0.91  0.109
58 H -1.83 -2.49 -4.72  0.093
59 H 0.82 -0.34 3.67  0.122
60 H -1.77 -3.44 -3.24  0.073
61 H -0.99 -3.27 2.38  0.147
62 H -2.82 -2.02 -3.35  0.081
63 H 2.15 -2.51 3.01  0.138
64 H 2.21 3.60 -0.38  0.126
65 H -0.34 6.49 1.01  0.106
66 H -0.32 4.53 2.50  0.114
67 H 0.12 -2.77 3.66  0.143
68 H -4.16 1.22 3.49  0.115
69 H 1.10 -3.99 1.10  0.151
70 H 0.30 1.65 -3.30  0.130
71 H 2.53 1.89 -2.29  0.118
72 H 2.42 -1.80 -1.93  0.109
73 H 0.47 -3.19 -2.46  0.120
74 H -3.50 -0.19 5.45  0.109
75 H 0.72 1.68 -0.78  0.096
76 H 3.61 -0.11 -4.33  0.089
77 H 1.41 -2.68 -0.08  0.112
78 H 3.49 3.73 1.77  0.121
79 H -1.74 -1.91 5.10  0.121
80 H 2.58 -0.32 3.81  0.129
81 H -2.94 0.98 1.36  0.113
82 H -0.63 -5.39 -0.05  0.122

Results
Kohn-Sham gap (alpha / beta), Eh: 0.214 / 0.167
LUMO level (alpha / beta), eV: -2.9 / -3.0
Charge: +1


(6)
The following is a quantum chemistry calculation of a single C4H5NO2 molecule, from OMol25.

Each line ends with the Löwdin charge.
Positions of all 12 atoms, in Å:
1 O -1.02 -0.21 1.28  0.019
2 O 0.99 2.36 0.29  0.106
3 N 1.27 0.07 -0.05  0.070
4 C 0.40 -1.01 -0.50  -0.124
5 C 0.54 1.24 0.18  -0.406
6 C -0.91 0.84 0.31  -0.133
7 C -0.99 -0.57 -0.09  -0.227
8 H -1.72 1.56 0.29  0.155
9 H 0.68 -1.97 -0.05  0.126
10 H 0.47 -1.11 -1.59  0.122
11 H -1.89 -1.02 -0.49  0.150
12 H 1.89 -0.15 0.72  0.141

Results
Kohn-Sham gap, Eh: 0.398
LUMO level, eV: 0.9
SMILES: O=C1NC[C@H]2O[C@@H]12


(7)
The following is a quantum chemistry calculation of 2 unconnected molecules or ions with the total composition C4H9NO2, from OMol25.

Each line ends with the Löwdin charge.
Positions of all 16 atoms, in Å:
1 O -1.28 -0.13 0.09  -0.176
2 O 1.13 1.12 -0.11  -0.069
3 N 1.49 -1.08 0.02  -0.036
4 C 1.19 -1.21 -1.32  -0.048
5 C -0.76 0.53 -0.95  -0.055
6 C 1.40 0.13 0.60  -0.374
7 C -1.68 0.69 1.18  -0.078
8 H 1.61 -0.46 -1.97  0.061
9 H 1.19 -2.24 -1.68  0.056
10 H -2.62 1.21 0.94  0.094
11 H 1.55 -1.90 0.61  0.143
12 H -0.87 1.61 -0.94  0.100
13 H -1.84 0.03 2.03  0.094
14 H -0.82 0.02 -1.90  0.069
15 H 1.47 0.16 1.69  0.130
16 H -0.90 1.43 1.41  0.089

Results
Kohn-Sham gap (alpha / beta), Eh: 0.280 / 0.260
LUMO level (alpha / beta), eV: 0.8 / 0.7


(8)
The following is a quantum chemistry calculation of 2 unconnected molecules or ions with the total composition C45H45N3O3, from OMol25.

Each line ends with the Löwdin charge.
Positions of all 96 atoms, in Å:
1 O -4.36 -4.42 -2.62  0.088
2 O 1.53 -1.46 0.16  -0.024
3 O 2.65 -0.79 4.04  -0.002
4 N -0.66 7.16 -1.07  -0.249
5 N -3.68 -2.36 -3.43  -0.035
6 N -2.84 -1.42 -1.57  0.058
7 C -1.32 -2.61 4.03  -0.100
8 C -2.18 -7.32 -1.27  -0.073
9 C -1.76 -3.56 -0.88  -0.075
10 C -0.97 -1.25 4.04  -0.085
11 C -1.47 3.56 -1.59  -0.002
12 C -1.13 2.98 -0.33  -0.198
13 C 4.06 1.72 0.77  -0.054
14 C 4.14 -0.46 -0.29  -0.043
15 C -4.25 0.00 -3.13  0.011
16 C -0.76 3.88 0.71  -0.001
17 C -3.78 -3.34 -2.48  -0.360
18 C -2.23 -0.60 -0.68  0.045
19 C 4.91 2.23 -0.21  -0.103
20 C -0.87 5.80 -0.81  -0.229
21 C -0.61 5.24 0.48  0.024
22 C -1.95 -0.69 -3.80  0.013
23 C 5.67 1.63 5.44  -0.095
24 C 0.56 7.63 -1.71  -0.073
25 C 6.90 1.53 4.77  -0.108
26 C 0.02 -0.78 3.17  -0.066
27 C -1.82 -5.99 -1.52  -0.043
28 C 5.78 0.28 3.01  -0.035
29 C -2.54 -5.36 0.70  -0.045
30 C 0.69 -1.66 2.33  -0.167
31 C 4.51 1.11 4.86  -0.038
32 C -4.18 -2.52 -4.78  -0.006
33 C -1.33 4.93 -1.82  0.008
34 C 5.03 0.03 -1.24  -0.098
35 C -3.17 -1.09 -2.96  -0.465
36 C 6.95 0.85 3.55  -0.085
37 C -1.73 8.13 -1.18  -0.077
38 C -2.67 -7.68 -0.01  -0.084
39 C -1.87 0.71 -0.96  -0.052
40 C 0.31 -3.00 2.28  -0.038
41 C 1.70 -1.13 1.34  -0.348
42 C 2.76 -0.19 1.75  -0.092
43 C 3.63 0.38 0.73  -0.222
44 C -3.06 -2.83 -1.23  -0.142
45 C -1.21 1.57 -0.09  0.077
46 C 3.24 -0.18 3.12  -0.326
47 C -0.66 -3.49 3.16  -0.105
48 C -2.02 -5.01 -0.54  -0.228
49 C -2.84 -6.70 0.98  -0.074
50 C 4.53 0.50 3.60  -0.142
51 C 5.38 1.39 -1.23  -0.119
52 H -2.06 -1.02 0.32  0.163
53 H -5.19 -0.30 -2.66  0.107
54 H 0.34 7.98 -2.73  0.080
55 H 3.71 2.35 1.60  0.114
56 H 3.85 -1.51 -0.28  0.111
57 H 5.44 -0.65 -1.98  0.095
58 H -0.32 5.91 1.29  0.123
59 H 5.85 -0.36 2.12  0.118
60 H -4.48 -3.56 -4.93  0.100
61 H -0.90 -4.56 3.16  0.097
62 H -2.09 -8.06 -2.07  0.105
63 H 6.03 1.79 -2.01  0.088
64 H -2.67 7.72 -0.80  0.091
65 H 0.83 -3.67 1.59  0.122
66 H -1.46 9.02 -0.60  0.085
67 H -1.41 -5.69 -2.49  0.117
68 H 1.32 6.85 -1.74  0.095
69 H -4.43 0.16 -4.21  0.091
70 H -2.72 -4.58 1.45  0.106
71 H -0.61 3.47 1.71  0.125
72 H -1.45 -0.56 4.74  0.099
73 H 7.80 1.98 5.19  0.094
74 H -1.20 -1.48 -3.78  0.110
75 H -1.49 0.24 -3.43  0.076
76 H -1.60 5.34 -2.80  0.126
77 H 5.63 2.10 6.43  0.096
78 H 3.58 1.14 5.42  0.111
79 H -0.81 1.16 0.85  0.131
80 H 0.29 0.28 3.17  0.112
81 H -1.08 -3.48 -1.73  0.137
82 H -2.10 -2.99 4.70  0.096
83 H -3.22 -6.98 1.97  0.105
84 H -1.29 -3.05 -0.03  0.102
85 H -2.92 -8.72 0.20  0.103
86 H -1.86 2.94 -2.39  0.102
87 H -3.39 -2.26 -5.49  0.093
88 H 5.22 3.28 -0.16  0.094
89 H 7.90 0.73 3.02  0.098
90 H -3.93 0.96 -2.70  0.076
91 H 0.94 8.49 -1.14  0.085
92 H -5.03 -1.86 -4.96  0.094
93 H -2.28 -0.51 -4.83  0.090
94 H -2.14 1.08 -1.95  0.059
95 H -1.85 8.45 -2.22  0.079
96 H -3.77 -2.92 -0.37  0.179

Results
Kohn-Sham gap, Eh: 0.127
LUMO level, eV: -2.5


(9)
The following is a quantum chemistry calculation of a molecular structure, C26H31O2OsS6Te, from OMol25.

Each line ends with the Löwdin charge.
Positions of all 67 atoms, in Å:
1 Os 0.88 -1.60 0.25  0.870
2 Te -0.95 -1.37 -1.67  1.407
3 S 5.47 -3.33 0.94  1.090
4 S 3.17 -1.38 1.05  0.844
5 S -0.67 -2.82 3.27  1.095
6 S 6.75 -5.91 0.27  0.877
7 S 3.92 -5.34 -0.44  1.078
8 S 1.46 -3.67 -0.60  0.548
9 O 0.60 0.39 0.77  -0.305
10 O 0.20 -2.19 2.15  -0.745
11 C 5.45 -4.91 0.25  -1.371
12 C -2.06 2.73 1.59  -0.165
13 C 0.54 -1.19 -5.67  -0.019
14 C -0.51 0.96 1.02  -0.181
15 C 0.75 -0.11 -6.51  -0.037
16 C 0.55 1.19 -6.04  -0.039
17 C -0.10 -2.17 -3.46  -0.366
18 C -3.02 -3.71 2.22  -0.190
19 C -0.07 0.32 -3.89  -0.287
20 C -0.71 2.31 1.35  -0.098
21 C -0.53 0.57 -2.47  -0.356
22 C -1.52 6.39 2.39  -0.005
23 C 1.80 2.88 1.21  -0.023
24 C -1.58 -4.17 2.47  -0.268
25 C -3.02 -2.18 2.21  -0.226
26 C 0.14 1.40 -4.74  -0.023
27 C 3.11 -3.88 -0.10  -1.031
28 C 0.06 4.55 1.78  0.027
29 C -2.13 -1.77 3.38  -0.298
30 C -1.25 4.97 2.02  -0.184
31 C -2.29 4.04 1.92  0.031
32 C 3.87 -2.92 0.55  -0.915
33 C 4.03 -0.19 -0.02  -0.267
34 C 0.37 3.25 1.45  -0.154
35 C 0.13 -0.98 -4.36  -0.287
36 C -3.24 1.79 1.49  -0.018
37 H 0.86 5.28 1.87  0.138
38 H 1.93 2.52 0.18  0.083
39 H -1.41 0.33 0.98  0.088
40 H 2.12 2.09 1.89  0.090
41 H 5.07 -0.13 0.28  0.066
42 H -0.82 -2.88 -3.87  0.078
43 H -3.66 -4.07 3.03  0.131
44 H -4.02 -1.77 2.32  0.133
45 H 0.23 1.04 -1.85  0.056
46 H -0.03 2.41 -4.38  0.126
47 H -3.40 -4.13 1.29  0.129
48 H -1.45 1.15 -2.42  0.075
49 H 0.68 -2.19 -6.04  0.128
50 H 0.71 2.03 -6.70  0.122
51 H 2.44 3.75 1.35  0.097
52 H -3.31 4.37 2.10  0.134
53 H -2.61 -1.80 1.27  0.075
54 H 1.06 -0.27 -7.53  0.123
55 H -4.16 2.33 1.71  0.097
56 H -2.59 6.59 2.47  0.093
57 H -1.79 -0.74 3.40  0.092
58 H 3.55 0.77 0.17  0.034
59 H -1.01 -4.37 1.55  0.084
60 H -3.17 0.97 2.21  0.076
61 H -3.34 1.37 0.49  0.095
62 H 3.93 -0.47 -1.07  0.070
63 H -1.50 -5.05 3.12  0.106
64 H -1.06 6.61 3.35  0.112
65 H -1.08 7.06 1.66  0.107
66 H 0.81 -2.70 -3.20  0.032
67 H -2.58 -2.01 4.34  0.121

Results
Kohn-Sham gap (alpha / beta), Eh: 0.266 / 0.169
LUMO level (alpha / beta), eV: -8.8 / -11.4
Charge: +3
⟨S²⟩: 6.065
Spin multiplicity: 5